Record 1
Here is a cluster of 2 separate species, C23H39ClN3O7P in total in a non-equilibrium geometry from the Open Molecules 2025 dataset. Energies are from ωB97M-V/def2-TZVPD.

```
74
Properties=species:S:1:pos:R:3:forces:R:3
C -5.936 -2.923 -2.888 -0.29 -0.32 1.15
O -6.027 -2.247 -4.167 1.54 -0.80 0.46
C -4.751 -2.197 -4.831 0.36 1.49 -0.71
C -3.860 -0.983 -4.220 1.46 2.44 1.36
N -4.476 0.283 -4.251 1.71 -4.42 -0.12
N -3.803 1.302 -3.723 3.26 3.89 1.96
P -4.730 2.857 -3.770 -2.48 0.04 -1.48
O -4.219 3.762 -5.164 -0.31 -1.44 1.62
Cl -4.294 3.977 -2.007 0.83 -0.76 -1.45
C -2.498 1.430 -3.123 1.94 -5.66 -0.30
C -1.672 0.095 -3.011 -3.49 2.15 -1.54
C -0.245 0.108 -2.319 -0.15 0.01 -0.38
C -0.404 -0.556 -0.859 -0.82 1.15 0.01
C -0.922 0.641 0.116 -0.98 -0.83 -0.75
O 0.152 1.599 0.324 -0.41 1.63 -1.80
C -0.240 2.928 0.003 -3.06 1.25 2.52
C 0.496 3.785 -1.137 0.45 -0.72 0.30
O -1.185 3.425 0.686 3.63 -1.64 -3.07
C -2.437 -1.133 -3.597 -0.12 0.95 -0.27
C -1.779 -2.586 -3.526 -1.42 -0.35 1.07
O -0.343 -2.624 -3.704 -0.25 0.87 -2.27
C 0.044 -2.560 -5.068 0.50 -0.84 -2.85
C 1.341 -1.634 -5.380 -0.27 -1.01 1.67
O -0.481 -3.174 -6.024 0.99 2.01 3.95
H -6.832 -2.585 -2.247 1.35 -0.57 -1.19
H -4.994 -2.658 -2.286 -1.16 -0.13 -1.03
H -5.953 -4.075 -2.978 -0.04 1.76 -0.14
H -4.926 -1.894 -5.935 0.05 -0.53 1.86
H -4.200 -3.192 -4.850 -0.67 1.32 0.34
H -4.934 3.542 -5.818 0.83 0.32 0.81
H -2.080 2.429 -2.742 -1.11 -1.65 -0.80
H 0.121 1.199 -2.210 -0.78 -1.74 -0.14
H 0.557 -0.408 -2.972 -1.57 0.61 1.12
H 0.564 -1.033 -0.493 -1.42 0.68 -0.38
H -1.276 -1.310 -0.932 1.58 0.93 0.35
H -1.355 0.255 1.097 0.96 0.52 -1.17
H -1.782 1.197 -0.426 1.22 -1.04 0.87
H 1.622 3.812 -0.883 -1.80 0.13 -0.38
H 0.028 4.826 -1.204 0.75 -1.60 0.46
H 0.421 3.315 -2.183 0.01 0.41 1.65
H -2.234 -3.359 -4.230 0.41 1.37 0.78
H -1.982 -2.979 -2.454 0.62 0.51 -1.66
H 1.902 -2.046 -6.281 -1.14 0.73 1.07
H 2.058 -1.706 -4.473 -1.22 0.32 -1.42
H 0.972 -0.561 -5.489 0.60 -1.44 -0.03
C 4.860 -0.957 3.577 0.40 -0.08 0.06
C 3.520 -1.058 4.334 1.35 -0.40 0.37
C 3.726 -0.652 5.811 -0.22 0.16 0.19
C 3.977 0.834 6.049 0.16 0.09 0.28
C 3.346 1.737 4.992 0.27 -0.01 -0.15
C 2.156 1.111 4.231 0.46 1.21 0.18
N 2.610 -0.145 3.621 -2.55 -1.40 -0.48
O 1.644 -0.769 2.903 1.28 0.93 0.70
C 1.789 2.104 3.109 -0.23 -0.12 -0.19
C 0.945 0.983 5.174 -0.26 -0.30 0.08
C 3.117 -2.549 4.357 -0.47 0.17 -0.40
H 4.749 -1.275 2.537 -0.17 0.04 0.09
H 5.626 -1.593 4.035 -0.10 0.01 0.03
H 5.248 0.065 3.566 -0.11 -0.01 0.04
H 2.846 -0.947 6.392 -0.02 -0.09 -0.23
H 4.557 -1.222 6.246 -0.11 -0.07 -0.28
H 3.596 1.100 7.041 0.05 -0.07 -0.07
H 5.054 1.028 6.084 -0.09 0.02 -0.01
H 3.048 2.681 5.461 -0.20 -0.13 -0.18
H 4.126 2.009 4.271 -0.21 -0.07 -0.13
H 2.602 2.194 2.382 -0.03 -0.13 0.10
H 1.599 3.103 3.515 0.06 -0.16 0.16
H 0.888 1.798 2.571 0.21 -0.11 0.13
H 0.670 1.965 5.577 0.18 -0.03 -0.12
H 1.135 0.329 6.028 0.08 0.01 -0.09
H 0.065 0.597 4.653 0.21 -0.06 -0.11
H 3.883 -3.147 4.862 0.05 0.34 0.04
H 3.009 -2.963 3.352 -0.10 0.20 0.08
H 2.177 -2.702 4.896 0.03 0.09 -0.15
```
Positions in Å, forces in eV/Å.

Properties
E   -2391.8777 Ha
Kohn-Sham gap   0.0617 Ha
Total charge   0
Molar mass   536.0 u



Record 2
Here is a structure of composition C23H39N2O3P3Tc in a non-equilibrium geometry from the Open Molecules 2025 dataset. Energies are from ωB97M-V/def2-TZVPD.

```
71
Properties=species:S:1:pos:R:3:forces:R:3
P -1.499 -3.699 1.389 0.64 -4.86 0.27
C 0.077 -4.420 2.011 0.69 1.65 0.11
H -0.057 -5.482 2.267 -0.35 0.28 -0.15
H 0.390 -3.861 2.902 0.12 -0.34 -0.07
H 0.846 -4.308 1.236 -0.12 -0.07 0.27
C -2.693 -4.687 2.373 -0.97 1.64 0.62
H -3.710 -4.424 2.053 0.10 -0.25 0.23
H -2.578 -4.437 3.436 -0.15 -0.15 -0.20
H -2.522 -5.760 2.220 0.30 0.28 -0.24
C -1.607 -4.615 -0.204 -0.09 1.49 -0.89
H -1.892 -5.661 -0.025 0.03 0.35 0.26
H -0.641 -4.564 -0.719 -0.22 -0.03 0.07
H -2.367 -4.130 -0.829 0.04 -0.48 -0.13
P 1.064 0.715 -3.383 0.56 0.25 -1.08
C 2.855 0.468 -3.440 0.12 -0.15 0.39
H 3.210 0.597 -4.476 -0.17 -0.01 0.37
H 3.097 -0.545 -3.091 0.08 0.23 -0.15
H 3.346 1.201 -2.786 -0.04 -0.21 -0.19
C 0.414 -0.266 -4.765 -0.23 -0.31 0.34
H -0.621 0.021 -4.991 0.28 -0.04 -0.06
H 0.435 -1.331 -4.506 0.05 0.14 -0.21
H 1.051 -0.085 -5.640 -0.17 -0.06 0.13
C 0.832 2.428 -3.944 -0.13 0.08 0.45
H 1.214 2.519 -4.969 -0.04 0.00 0.21
H 1.388 3.100 -3.280 -0.08 -0.01 -0.21
H -0.228 2.705 -3.920 0.24 0.00 -0.13
P -0.726 2.859 2.926 1.10 3.62 3.02
C 0.956 3.061 3.644 0.47 -1.46 -0.95
H 0.986 3.938 4.305 -0.42 -0.10 -0.19
H 1.672 3.185 2.822 0.00 0.04 0.31
H 1.215 2.157 4.207 0.09 0.27 -0.01
C -0.928 4.543 2.220 -0.43 -0.71 -1.68
H -0.833 5.293 3.015 0.04 -0.40 0.07
H -1.919 4.619 1.755 0.18 0.29 0.11
H -0.160 4.707 1.453 -0.19 0.11 0.16
C -1.743 3.041 4.448 -0.72 -1.59 -0.44
H -1.762 4.091 4.764 0.19 -0.11 -0.31
H -1.336 2.401 5.240 -0.16 0.15 -0.17
H -2.760 2.712 4.204 -0.02 0.21 0.43
Tc -0.049 0.268 -1.304 -2.59 0.70 -0.44
C 0.834 -1.403 -1.036 3.23 -3.74 0.18
O 1.371 -2.434 -0.881 -2.27 3.64 -0.52
C 1.096 1.473 -0.369 3.94 2.66 1.72
O 1.802 2.218 0.199 -2.94 -2.61 -2.01
C -2.199 1.928 -1.779 0.51 0.53 -0.23
C -2.080 1.465 -0.469 0.52 -1.00 0.55
C -2.013 0.059 -0.227 -2.38 0.26 0.33
C -2.357 -0.838 -1.280 0.73 0.25 0.88
C -2.447 -0.354 -2.580 0.35 -0.37 -0.49
C -2.321 1.022 -2.839 -0.23 -0.09 0.00
H -2.218 3.000 -1.984 0.00 -0.28 0.07
H -2.050 2.158 0.374 0.10 -0.16 -0.34
H -2.039 -0.298 0.806 0.21 0.11 -0.47
H -2.523 -1.890 -1.050 0.13 0.28 -0.22
H -2.650 -1.043 -3.401 0.03 0.18 0.16
H -2.456 1.389 -3.860 0.19 -0.08 0.29
N 4.791 -1.289 4.188 -0.46 -0.01 -0.70
C 4.249 -0.918 2.989 1.85 -0.10 0.27
O 4.934 -0.599 2.021 -1.33 -0.25 0.75
C 2.753 -0.863 2.953 -1.07 0.24 -0.47
C 1.916 -0.980 4.073 0.28 -0.03 -0.38
C 0.539 -0.860 3.902 -0.23 0.07 -0.54
C 0.046 -0.609 2.617 0.09 -0.06 0.93
N 0.835 -0.477 1.556 -0.04 -0.08 -0.59
C 2.149 -0.619 1.699 0.42 -0.07 0.75
H 5.792 -1.421 4.188 0.10 0.04 0.10
H 4.267 -1.779 4.900 0.23 0.12 -0.18
H 2.333 -1.165 5.063 -0.19 0.12 -0.21
H -0.162 -0.955 4.724 0.16 -0.01 0.05
H -1.024 -0.509 2.454 0.04 0.01 0.11
H 2.783 -0.532 0.815 -0.03 0.02 0.28
```
Positions in Å, forces in eV/Å.

Properties
E   -2338.3619 Ha
Multiplicity   4
Kohn-Sham gap (alpha / beta)   0.2431 / 0.1590 Ha
Relative energy (zero: lowest compared OMol25 entry of this formula, charge and spin)   8.7 kcal per mole
<S²>   3.762
Total charge   +4
Molar mass   582.5 u



Record 3
Here is a structure of composition C23H39N3OS4Si2Y in a non-equilibrium geometry from the Open Molecules 2025 dataset. Energies are from ωB97M-V/def2-TZVPD.

```
73
Properties=species:S:1:pos:R:3:forces:R:3
Y 0.991 0.055 -0.031 -0.28 1.16 -0.34
C -2.451 -0.417 -0.639 0.11 -0.01 -0.09
C -2.345 0.724 -1.643 -0.07 -0.08 -0.08
S -0.834 0.393 -2.590 -0.01 0.06 0.13
C -0.468 1.980 -3.369 0.04 -0.05 -0.04
C 1.022 2.060 -3.669 -0.07 0.05 0.00
S 2.105 2.108 -2.221 0.07 -0.33 -0.13
C 1.544 3.616 -1.409 0.14 -0.01 0.14
C 2.555 3.921 -0.307 -0.14 -0.01 -0.04
S 2.494 2.757 1.082 0.20 -0.33 -0.05
C 1.197 3.492 2.096 -0.10 0.05 0.03
C -0.199 3.454 1.495 0.14 -0.05 0.12
S -0.692 1.804 0.931 -0.33 0.12 -0.07
H -1.446 -0.699 -0.306 -0.10 -0.01 0.23
H -2.803 -1.316 -1.156 0.01 -0.02 -0.01
H -2.201 1.680 -1.147 -0.03 0.05 0.03
H -3.209 0.774 -2.304 0.02 -0.04 -0.01
H -0.798 2.779 -2.703 0.05 0.01 0.02
H -1.020 2.069 -4.305 -0.03 0.00 0.02
H 1.238 2.942 -4.274 0.01 0.01 0.01
H 1.345 1.189 -4.242 0.01 0.02 0.00
H 0.556 3.440 -0.992 -0.04 0.07 -0.02
H 1.498 4.424 -2.142 0.10 -0.01 -0.02
H 2.406 4.927 0.087 -0.03 -0.03 0.06
H 3.572 3.867 -0.696 0.00 0.06 -0.03
H 1.505 4.518 2.313 0.01 -0.01 0.02
H 1.226 2.934 3.030 0.01 -0.01 -0.02
H -0.298 4.183 0.691 0.00 0.01 -0.02
H -0.914 3.743 2.266 0.02 0.04 0.01
C 1.153 -0.088 3.737 -0.06 0.01 0.11
Si 0.208 -1.112 2.437 0.16 -0.24 -0.09
C 0.841 -2.886 2.742 0.01 -0.04 0.10
C -1.613 -1.123 3.103 -0.03 -0.03 0.05
C -1.594 -1.560 4.441 0.00 -0.01 0.03
C -2.689 -1.510 5.285 0.00 -0.02 -0.01
C -3.880 -0.994 4.805 -0.01 0.02 0.01
C -3.948 -0.603 3.480 -0.03 -0.02 0.01
C -2.855 -0.674 2.594 0.01 -0.05 0.00
Si -3.555 -0.199 0.895 -0.07 -0.08 0.03
C -4.325 1.511 0.968 0.07 0.07 0.02
C -4.936 -1.440 0.557 -0.06 0.02 0.00
H 0.916 -0.361 4.769 0.02 -0.01 -0.04
H 0.920 0.973 3.625 0.00 -0.02 0.04
H 2.232 -0.220 3.607 -0.01 0.03 -0.02
H 0.553 -3.295 3.715 0.02 0.02 -0.04
H 1.936 -2.875 2.715 -0.02 -0.02 -0.03
H 0.505 -3.589 1.978 0.02 0.01 0.02
H -0.665 -1.937 4.857 -0.05 0.02 -0.02
H -2.607 -1.859 6.307 0.00 0.03 -0.02
H -4.748 -0.903 5.446 0.01 -0.02 -0.02
H -4.903 -0.226 3.123 0.04 -0.01 0.00
H -5.412 1.433 1.043 0.03 0.02 0.02
H -4.094 2.104 0.081 -0.04 -0.03 0.02
H -3.956 2.064 1.833 -0.01 0.00 -0.02
H -5.604 -1.056 -0.221 0.05 -0.03 -0.02
H -5.545 -1.647 1.439 0.00 0.02 -0.04
H -4.532 -2.392 0.203 0.00 0.00 0.03
C 1.143 -3.373 -3.561 -0.03 0.00 0.05
N 0.294 -3.607 -2.391 0.02 -0.06 -0.01
C -0.543 -4.682 -2.328 0.04 0.02 -0.01
C -1.368 -4.884 -1.280 0.00 0.00 0.02
C -1.329 -3.905 -0.240 -0.03 -0.04 0.02
N -0.498 -2.872 -0.309 0.00 0.02 0.02
C 0.301 -2.711 -1.351 0.08 0.03 -0.13
O 1.077 -1.708 -1.429 0.18 -0.34 0.09
N -2.115 -3.979 0.831 -0.08 0.03 0.02
H 1.229 -4.302 -4.117 -0.01 0.01 -0.01
H 2.126 -3.050 -3.234 0.02 -0.02 0.01
H 0.707 -2.601 -4.193 0.00 0.00 0.01
H -0.497 -5.359 -3.169 -0.01 0.00 0.00
H -2.017 -5.745 -1.239 0.01 0.02 -0.01
H -2.783 -4.721 0.939 0.02 -0.01 0.01
H -2.066 -3.258 1.543 0.05 -0.02 -0.03
```
Positions in Å, forces in eV/Å.

Properties
E   -3349.3375 Ha
Kohn-Sham gap   0.2445 Ha
Relative energy (zero: lowest compared OMol25 entry of this formula, charge and spin)   12.5 kcal per mole
Total charge   +1
Molar mass   646.9 u



Record 4
Here is a structure of composition C23H39N7O6P3S2Sr in a non-equilibrium geometry from the Open Molecules 2025 dataset. Energies are from ωB97M-V/def2-TZVPD.

```
81
Properties=species:S:1:pos:R:3:forces:R:3
Sr -0.152 -0.744 -0.764 1.21 0.07 -1.10
C -1.483 -1.982 -4.818 -0.18 -0.18 -0.07
P -0.693 -2.501 -3.238 -0.31 -0.34 0.40
C 0.445 -3.788 -3.854 0.00 -0.20 -0.09
C -2.069 -3.568 -2.541 0.29 -0.33 0.04
C -1.752 -4.395 -1.258 -0.22 0.34 -0.26
P -1.553 -3.432 0.335 1.16 -1.08 0.54
C 0.285 -3.314 0.400 -3.64 -0.89 0.61
C -1.842 -4.828 1.556 -0.88 -0.09 -0.33
H -1.865 -2.836 -5.387 0.02 0.00 0.00
H -0.756 -1.454 -5.439 0.02 0.01 0.04
H -2.310 -1.304 -4.604 0.05 0.05 0.06
H -0.077 -4.542 -4.452 -0.04 0.03 0.00
H 0.933 -4.275 -3.010 0.05 0.13 0.05
H 1.221 -3.328 -4.468 0.04 0.05 0.08
H -2.372 -4.273 -3.328 -0.01 0.07 -0.05
H -2.925 -2.910 -2.357 0.05 0.06 0.05
H -0.872 -5.026 -1.416 0.04 0.05 0.02
H -2.600 -5.071 -1.102 0.00 0.00 0.00
H 0.778 -4.272 0.227 -0.09 -0.01 -0.25
H 0.594 -2.936 1.371 0.04 0.32 -0.11
H 0.728 -2.507 -0.481 2.79 -1.67 0.76
H -1.209 -5.683 1.308 0.09 0.07 -0.02
H -2.887 -5.169 1.577 0.05 -0.01 0.07
H -1.586 -4.472 2.554 0.09 0.07 -0.04
O -1.947 0.219 -2.333 -0.41 0.95 0.56
N -2.599 1.180 -1.657 0.98 -0.30 -0.60
C -3.940 1.113 -1.657 -0.30 0.48 0.20
C -4.704 2.065 -1.019 0.03 -0.06 -0.15
C -4.056 3.110 -0.369 0.06 0.18 -0.01
C -2.680 3.173 -0.374 -0.34 0.01 -0.16
C -1.898 2.205 -1.024 -0.65 -0.37 0.14
S -0.193 2.272 -1.049 -3.50 0.64 3.24
H -4.353 0.272 -2.191 0.13 -0.07 -0.01
H -5.782 1.998 -1.027 0.00 -0.10 -0.05
H -4.642 3.866 0.139 0.07 0.03 0.04
H -2.152 3.973 0.124 0.00 -0.03 0.04
N 2.756 4.995 5.332 0.08 -0.17 0.00
C 2.558 3.721 4.762 -0.58 0.31 -0.22
C 2.916 3.477 3.441 0.23 -0.11 -0.02
C 2.646 2.248 2.856 -0.03 0.00 0.07
C 1.976 1.267 3.562 -0.17 -0.13 -0.10
C 1.568 1.523 4.862 0.00 0.10 0.00
C 1.837 2.747 5.450 0.18 -0.19 0.12
S 1.669 -0.359 2.850 0.58 0.10 0.76
O 2.973 -0.750 2.351 -0.09 0.16 -0.22
O 1.159 -1.136 3.952 -0.15 -0.22 -0.20
N 0.683 -0.255 1.604 -3.06 0.65 -0.56
C -0.637 0.171 1.881 -0.18 0.74 0.93
N -0.750 0.779 3.072 -0.33 -0.03 0.10
C -1.901 1.275 3.482 0.37 0.01 0.25
C -3.037 1.227 2.725 -0.36 -0.09 -0.26
C -2.894 0.612 1.489 -0.31 -0.27 -0.17
N -1.793 0.080 1.007 3.30 -0.11 1.81
H 3.547 5.483 4.940 0.02 0.03 0.07
H 2.801 4.972 6.339 0.06 0.05 0.00
H 3.420 4.245 2.864 0.02 0.01 0.04
H 2.961 2.056 1.843 -0.01 0.03 -0.02
H 1.025 0.758 5.399 -0.02 -0.02 -0.04
H 1.489 2.941 6.459 0.06 0.04 0.01
H -1.890 1.736 4.468 -0.01 0.03 -0.01
H -3.979 1.635 3.060 -0.03 -0.02 -0.07
H -3.749 0.527 0.828 -0.04 0.00 0.05
N 3.859 -0.258 -0.205 0.42 0.02 -1.05
C 3.064 0.967 -0.442 0.18 0.71 0.56
P 2.800 0.956 -2.235 1.64 -0.19 -1.50
O 4.037 1.304 -3.033 0.24 -0.24 0.50
O 2.109 -0.339 -2.380 -1.05 0.09 -1.86
C 1.686 2.228 -2.791 0.30 1.01 -0.51
N 1.473 2.100 -4.256 1.05 -0.96 -0.25
H 4.054 -0.428 0.783 -0.44 -0.11 0.04
H 4.709 -0.236 -0.768 0.05 0.01 0.15
H 3.195 -1.076 -0.613 -1.45 -1.06 0.67
H 3.541 1.886 -0.096 0.29 -0.18 0.11
H 2.145 0.808 0.123 -0.13 0.13 -0.18
H 2.040 3.243 -2.614 -0.19 0.01 0.17
H 0.710 1.981 -2.300 1.39 0.27 -2.21
H 2.378 2.202 -4.732 0.00 0.08 0.03
H 0.789 2.751 -4.628 -0.12 -0.04 0.10
H 1.194 1.127 -4.434 -0.21 0.05 0.07
O 1.827 -2.036 -0.632 1.78 1.64 -0.83
```
Positions in Å, forces in eV/Å.

Properties
E   -3585.6203 Ha
Kohn-Sham gap   0.1176 Ha
Relative energy (zero: lowest compared OMol25 entry of this formula, charge and spin)   195.0 kcal per mole
Total charge   -1
Molar mass   754.3 u



- The lowest total charge belongs to which entry?
  C23H39N7O6P3S2Sr